No. 1
14
Properties=species:S:1:pos:R:3:lowdin_charge:R:1 method="wB97M-V/def2-TZVPD" multiplicity=1 de_lowest_kcal_mol=83.54 orbital_gap_ev=9.72 homo_ha=-0.3344 total_energy_ev=-7822.02473 smiles="C=C1CC(C#N)C1"
C 0.407 2.058 -0.941 0.0257
H -1.975 0.365 -0.369 0.1215
H -0.432 2.584 -1.388 0.0530
C 1.039 -0.034 0.446 -0.0622
H -0.907 -0.756 -1.265 0.1448
N -0.357 -3.289 1.058 0.1464
C -0.345 -2.135 0.991 -0.1915
C 0.169 0.852 -0.434 -0.3609
C -0.320 -0.691 0.855 -0.2802
H -0.732 -0.210 1.743 0.1489
C -0.982 -0.075 -0.398 -0.0829
H 1.730 -0.728 -0.041 0.1247
H 1.210 1.609 -1.539 0.0909
H 1.568 0.505 1.241 0.1217



No. 2
14
Properties=species:S:1:pos:R:3:lowdin_charge:R:1 method="wB97M-V/def2-TZVPD" multiplicity=1 de_lowest_kcal_mol=19.54 orbital_gap_ev=10.65 homo_ha=-0.3587 total_energy_ev=-7824.79982 smiles="N#CC1CC=CC1"
H 0.691 2.199 -1.114 0.1035
H 0.113 2.136 1.409 0.1038
C 0.030 -0.140 1.265 -0.1467
C -1.521 -1.173 -0.376 -0.1976
C 0.197 1.271 0.759 -0.0908
H -0.834 -0.275 1.923 0.1144
N -2.638 -1.328 -0.637 0.1498
C -0.102 -0.960 -0.048 -0.2877
H 0.084 -0.172 -2.105 0.1146
H 0.369 -1.942 0.035 0.1403
C 0.577 -0.081 -1.132 -0.1469
C 0.493 1.303 -0.537 -0.0910
H 1.625 -0.380 -1.269 0.1175
H 0.917 -0.458 1.828 0.1169



No. 3
14
Properties=species:S:1:pos:R:3:lowdin_charge:R:1 method="wB97M-V/def2-TZVPD" multiplicity=1 de_lowest_kcal_mol=158.00 orbital_gap_ev=9.22 homo_ha=-0.3080 total_energy_ev=-7818.79591 smiles="C=N[C@]12C[C@]13C[C@H]32"
C -0.373 -0.521 -0.441 -0.3690
H 0.546 0.869 1.289 0.1172
C 0.080 0.904 -0.821 -0.0902
H -2.559 -0.369 -1.322 0.0857
H 0.025 2.551 0.554 0.0985
H 2.179 -0.982 -0.079 0.0392
H -2.545 -0.885 0.371 0.1128
C -0.022 1.476 0.514 -0.0989
C -1.208 0.713 0.035 -0.1154
C -1.903 -0.555 -0.481 0.0167
H 1.946 -2.503 0.645 0.0302
N 0.212 -1.508 0.275 0.0453
C 1.512 -1.688 0.217 0.0261
H 0.174 1.357 -1.770 0.1018



No. 4
14
Properties=species:S:1:pos:R:3:lowdin_charge:R:1 method="wB97M-V/def2-TZVPD" multiplicity=1 de_lowest_kcal_mol=11.47 orbital_gap_ev=9.12 homo_ha=-0.2948 total_energy_ev=-7825.14980 smiles=Nc1ccccc1
H 0.975 -1.821 -2.043 0.0817
N 1.020 -0.827 -1.888 0.0889
H -1.144 1.257 2.461 0.0922
H -0.206 1.424 -1.683 0.0996
H 0.880 -0.302 -2.740 0.0840
H 0.413 -2.190 0.308 0.0964
C -0.369 1.540 0.528 -0.0935
H -0.278 2.610 0.556 0.0935
H -0.554 -1.228 2.420 0.1023
C 0.296 -0.389 -0.770 -0.3323
C -0.623 0.759 1.662 -0.1022
C 0.156 -1.158 0.393 -0.0586
C -0.443 -0.625 1.516 -0.1031
C -0.123 0.949 -0.719 -0.0489



No. 5
14
Properties=species:S:1:pos:R:3:lowdin_charge:R:1 method="wB97M-V/def2-TZVPD" multiplicity=1 de_lowest_kcal_mol=203.29 orbital_gap_ev=7.93 homo_ha=-0.3027 total_energy_ev=-7816.83158
N 0.101 -2.286 -0.288 0.1644
C 0.669 0.517 1.127 -0.0284
H 0.740 1.150 3.450 0.0918
C -0.285 -1.433 -1.164 -0.3824
C -0.555 -1.108 0.186 0.0472
C 0.034 1.891 1.210 -0.2116
H -0.950 -0.799 -3.067 0.0884
H -0.676 0.418 2.749 0.0762
H -0.977 2.170 0.894 0.0841
C 0.201 0.986 2.490 -0.2183
H -0.016 -2.208 -3.035 0.0742
H 0.874 -0.629 -2.745 0.1184
C -0.060 -1.233 -2.578 -0.0325
H 0.899 2.563 0.770 0.1285



No. 6
17
Properties=species:S:1:pos:R:3:lowdin_charge:R:1 method="wB97M-V/def2-TZVPD" multiplicity=1 de_lowest_kcal_mol=79.55 total_charge=-1 orbital_gap_ev=7.37 homo_ha=-0.1449 total_energy_ev=-13407.51988
H -4.295 -0.403 1.536 0.0440
H 0.566 -0.713 -0.751 0.0629
C -2.386 -0.380 0.894 -0.0709
C -3.260 -0.235 1.873 -0.0248
H -3.030 -0.161 2.884 0.0179
H 3.358 -0.902 1.096 0.0757
N 2.827 0.044 1.312 -0.0348
O 2.924 0.814 -1.968 -0.0568
N 2.505 0.674 0.335 -0.0420
C -0.458 -0.513 -0.985 -0.0226
C 3.000 0.046 -1.013 -0.8086
O 3.182 -1.163 -0.908 -0.0834
H -1.523 1.470 -1.417 0.0657
H -0.908 -1.068 -1.765 0.0838
H -0.204 1.598 -0.464 0.0565
C -0.900 0.957 -0.805 -0.0675
C -1.398 -0.065 0.144 -0.1950



No. 7
17
Properties=species:S:1:pos:R:3:lowdin_charge:R:1 method="wB97M-V/def2-TZVPD" multiplicity=1 de_lowest_kcal_mol=68.28 total_charge=+1 orbital_gap_ev=10.75 homo_ha=-0.5281 total_energy_ev=-13401.18751 smiles="C=CC(=O)O[n+]1cc[nH]c1"
H 1.795 1.957 1.073 0.1575
C 2.934 0.293 0.543 -0.0238
O -1.071 -1.023 0.630 0.1893
O -0.279 0.663 -0.703 0.0552
C 1.807 1.041 0.483 0.0523
C -1.370 -0.097 -0.022 -0.3916
N 0.926 0.297 -0.291 -0.0844
H -3.666 -0.745 0.976 0.0283
C -3.719 -0.088 0.236 0.1323
H -4.832 0.209 0.135 0.1300
C 1.555 -0.832 -0.728 0.0413
H -2.740 1.263 -1.143 0.1361
N 2.783 -0.864 -0.209 0.1468
H 3.587 -1.447 -0.203 0.1746
H 3.819 0.394 1.113 0.1310
H 1.119 -1.448 -1.473 0.1691
C -2.649 0.425 -0.417 -0.0439



No. 8
21
Properties=species:S:1:pos:R:3:lowdin_charge:R:1 method="wB97M-V/def2-TZVPD" multiplicity=1 total_charge=+1 orbital_gap_ev=7.18 homo_ha=-0.4451 total_energy_ev=-39161.06411
N -0.046 3.169 -0.602 0.1438
H 1.143 -1.742 -1.839 0.1482
O -2.527 -0.592 0.573 -0.0364
H -1.191 -1.687 1.704 0.0258
C -1.591 0.204 0.028 -0.3680
H -0.959 2.856 -0.285 0.1041
O 3.729 -2.116 -1.372 0.1392
C 1.644 -1.390 -0.996 -0.0526
H -2.053 -2.708 0.517 0.1579
N 2.907 -1.527 -0.768 -0.3196
C -2.082 -1.759 1.271 -0.0288
S 2.370 2.286 0.439 0.9792
S 2.074 -0.294 1.345 0.9795
C -0.309 -0.209 -0.100 0.0078
C 0.996 2.655 -0.096 -0.6549
H -3.076 1.189 -0.674 0.1309
H -2.951 -1.999 1.965 0.1268
H -0.053 4.069 -1.141 0.1828
O 3.314 -1.004 0.471 -0.3538
C 0.852 -0.736 -0.052 -0.4099
O -2.190 1.335 -0.389 0.0980



No. 9
16
Properties=species:S:1:pos:R:3:lowdin_charge:R:1 method="wB97M-V/def2-TZVPD" multiplicity=1 de_lowest_kcal_mol=47.03 orbital_gap_ev=9.15 homo_ha=-0.3363 total_energy_ev=-10803.39165 smiles="N#C[C@H]1C=CC=N[C@H]1N"
H 1.604 -0.715 -0.656 0.1853
H 2.643 1.239 0.507 0.0821
C 1.041 0.244 -0.234 -0.3652
H -1.067 -2.354 0.730 0.0919
H 1.433 2.151 -0.233 0.0366
C 0.090 -0.452 1.002 -0.2148
N 1.690 1.394 0.267 0.0818
C -0.633 0.658 1.694 -0.2001
N -1.058 1.547 2.312 0.1449
H 0.726 -0.998 1.713 0.1342
C -1.358 -1.052 -0.871 -0.0345
H -1.985 -1.710 -1.319 0.0585
C -0.860 -1.403 0.331 -0.0582
C -0.918 0.192 -1.602 -0.0975
H -1.511 0.526 -2.397 0.0925
N 0.164 0.734 -1.245 0.0625



No. 10
18
Properties=species:S:1:pos:R:3:lowdin_charge:R:1 method="wB97M-V/def2-TZVPD" multiplicity=1 de_lowest_kcal_mol=2.50 orbital_gap_ev=8.80 homo_ha=-0.3164 total_energy_ev=-14900.42325 smiles="COC(=O)c1nccnc1N"
H 3.734 -1.175 0.251 0.0912
C 0.137 -0.071 -0.083 -0.1464
H -3.601 -0.518 1.168 0.0979
H 2.045 -2.858 -0.110 0.1138
H -3.725 0.524 -0.312 0.0933
C 1.261 0.849 -0.077 -0.3109
H 1.844 2.810 -0.056 0.1197
O -2.113 -0.857 -0.182 -0.0393
C -3.469 -0.472 0.087 -0.0510
N 1.077 2.159 -0.128 0.1718
N 0.401 -1.325 -0.061 0.1205
H 0.149 2.480 -0.045 0.0755
C -1.288 0.214 0.009 -0.4412
O -1.717 1.319 0.167 0.1007
H -4.031 -1.253 -0.464 0.1034
C 2.725 -0.853 0.102 -0.1164
C 1.667 -1.802 0.034 -0.0967
N 2.526 0.466 0.082 0.1144



No. 11
18
Properties=species:S:1:pos:R:3:lowdin_charge:R:1 method="wB97M-V/def2-TZVPD" multiplicity=1 de_lowest_kcal_mol=16.66 orbital_gap_ev=9.07 homo_ha=-0.3178 total_energy_ev=-14899.80943 smiles="O=c1nccc2n1C[C@H](O)N2"
H 3.383 2.165 -0.617 0.1361
C 2.474 -0.961 -0.001 -0.4568
H -0.131 -2.278 1.152 0.1194
C -0.105 -1.616 0.275 -0.0078
C 1.287 1.640 -0.141 -0.0140
C 2.648 1.317 -0.365 -0.1306
H -0.137 -2.147 -0.807 0.1734
C -1.508 -0.620 0.298 -0.2937
H -2.093 -0.918 1.090 0.1143
H 1.030 2.601 -0.210 0.0563
N -0.859 0.649 0.307 0.1257
H -1.876 -0.230 -1.474 0.1073
N 3.205 0.158 -0.150 0.1079
N 0.968 -0.673 0.179 0.0517
H -1.317 1.485 0.483 0.1316
C 0.494 0.570 0.149 -0.2933
O 2.848 -2.098 -0.051 0.0879
O -2.249 -0.897 -0.867 -0.0154



No. 12
19
Properties=species:S:1:pos:R:3:lowdin_charge:R:1 method="wB97M-V/def2-TZVPD" multiplicity=1 de_lowest_kcal_mol=113.07 orbital_gap_ev="8.46 / 8.46" homo_ha="-0.3467 / -0.3467" total_energy_ev=-16942.09053
O 2.951 0.039 -0.837 -0.0199
N 1.429 1.169 -0.833 0.0381
C 0.416 0.302 -0.440 -0.2742
H 0.500 -0.597 -2.368 0.1220
N 3.177 -0.631 0.245 -0.5493
O 3.938 -1.551 0.154 0.0812
H -2.486 -2.119 0.300 0.1063
H -1.382 -2.162 -1.907 0.1070
C -0.010 -0.601 -1.420 0.0041
H 2.438 2.776 -0.455 0.1353
C -1.254 -0.548 1.062 -0.0659
N 1.746 2.149 -0.064 0.1089
C -1.674 -1.441 0.087 -0.0666
C -0.211 0.321 0.810 -0.0176
H 0.107 0.999 1.587 0.1067
H -1.748 -0.527 2.020 0.1070
C -1.050 -1.467 -1.152 -0.0652
H 1.746 2.042 0.952 0.1183
O 2.620 -0.272 1.261 0.0238



No. 13
20
Properties=species:S:1:pos:R:3:lowdin_charge:R:1 method="wB97M-V/def2-TZVPD" multiplicity=1 de_lowest_kcal_mol=81.68 orbital_gap_ev=10.44 homo_ha=-0.3580 total_energy_ev=-18992.69498 smiles="N[C@@H](O)C=O.O=C=Nc1ccon1"
H 1.987 -1.302 1.875 0.1238
H -3.912 0.923 0.438 0.0820
O -1.854 0.276 -1.473 -0.0162
H -1.433 -0.692 0.169 0.1256
O -0.166 1.306 1.000 0.0659
H -0.899 0.569 -1.538 0.1060
H -3.894 -0.691 0.292 0.0386
N 1.622 -0.586 -1.313 0.1214
O 1.139 -1.868 -1.222 -0.0620
C -2.024 0.154 -0.095 -0.4728
C 1.899 -1.438 0.785 0.0030
H 1.117 -3.459 0.140 0.1389
C 1.346 -2.390 0.004 -0.1042
C -1.268 1.340 0.524 -0.2004
N -3.360 0.082 0.422 0.1125
C 2.068 -0.298 -0.106 -0.3440
O 3.676 2.941 -0.307 0.1854
C 3.199 1.888 -0.218 -0.2803
H -1.921 2.347 0.404 0.1643
N 2.677 0.899 0.219 0.2126



No. 14
21
Properties=species:S:1:pos:R:3:lowdin_charge:R:1 method="wB97M-V/def2-TZVPD" multiplicity=1 de_lowest_kcal_mol=26.32 total_charge=+1 orbital_gap_ev="7.06 / 7.06" homo_ha="-0.4588 / -0.4588" total_energy_ev=-38049.40905
H -1.957 0.098 -2.884 0.1168
N 1.430 -1.780 -0.194 -0.2098
C -1.136 -0.605 -2.818 -0.2611
O 1.280 3.512 3.143 0.1909
S 0.506 -0.144 -2.061 1.0503
N 2.229 -0.863 0.020 0.0612
C 0.817 2.703 2.460 -0.4812
C -0.693 2.395 2.137 -0.2598
C 0.979 0.655 1.291 -0.4132
N 1.563 1.578 2.043 0.0519
H -0.769 -3.421 -1.068 0.2067
N -0.692 -2.405 -1.231 0.1634
H -1.323 3.236 1.815 0.1013
H -0.742 -0.676 -3.796 0.0701
H 2.524 1.365 2.174 0.1507
C 0.450 -1.707 -1.205 -0.4346
C -1.653 -1.817 -2.081 -0.4838
O -2.685 -2.341 -2.283 0.1925
S -0.713 0.827 1.081 0.9178
H 1.593 -2.665 0.314 0.1687
H -1.010 2.056 3.143 0.1009



No. 15
20
Properties=species:S:1:pos:R:3:lowdin_charge:R:1 method="wB97M-V/def2-TZVPD" multiplicity=1 de_lowest_kcal_mol=66.39 total_charge=+1 orbital_gap_ev=6.51 homo_ha=-0.4451 total_energy_ev=-26100.72884
N -5.187 0.046 0.206 -0.1426
N 0.156 -1.643 -0.699 0.1121
H 0.519 -2.542 -0.990 0.1082
C -3.057 1.515 -0.202 -0.2391
N -4.221 2.090 0.059 0.1949
C -4.045 -0.611 -0.020 -0.4757
N 2.120 -0.095 0.486 0.0240
H -6.235 1.848 0.439 0.1468
H 2.581 0.598 -0.096 0.0562
N -1.870 2.060 -0.477 0.1757
H 1.855 0.370 1.349 0.0568
H 0.854 -0.992 -0.252 0.0339
C -1.030 1.072 -0.671 -0.0472
C -2.898 0.057 -0.263 -0.1134
S -5.233 -1.827 0.247 1.1233
H -0.011 1.234 -0.965 0.1390
N -1.579 -0.173 -0.542 -0.0244
H 2.824 -0.787 0.729 0.0589
C -5.286 1.372 0.253 -0.1035
C -1.100 -1.436 -0.899 -0.0838



No. 16
15
Properties=species:S:1:pos:R:3:lowdin_charge:R:1 method="wB97M-V/def2-TZVPD" multiplicity=1 de_lowest_kcal_mol=173.78 orbital_gap_ev=9.47 homo_ha=-0.3322 total_energy_ev=-9865.12204
H 2.597 -0.551 -0.530 0.0892
H 1.882 -1.462 1.333 0.1308
H -2.828 0.358 1.015 0.0930
C -2.008 -0.090 0.523 -0.0290
H -2.746 -0.528 -1.274 0.1314
C -0.550 0.141 1.025 -0.1582
H -0.321 0.448 2.003 0.1019
C 0.187 1.164 -0.015 -0.0779
O 1.474 1.654 -0.147 -0.1377
N 0.358 -0.863 0.215 -0.0913
C 1.925 -1.265 0.106 -0.0340
H 1.792 -2.430 -0.397 0.1307
C -1.745 -0.324 -0.771 -0.0691
C -0.303 -0.117 -0.969 -0.2105
H 0.298 -0.077 -1.876 0.1308



No. 17
15
Properties=species:S:1:pos:R:3:lowdin_charge:R:1 method="wB97M-V/def2-TZVPD" multiplicity=1 de_lowest_kcal_mol=61.55 orbital_gap_ev=9.38 homo_ha=-0.3265 total_energy_ev=-9869.98883
H 3.120 0.091 -1.058 0.1096
H -1.946 0.143 -1.928 -0.0047
C 2.163 -0.368 0.851 -0.0788
H 3.135 -0.467 1.247 0.0763
C 0.017 0.050 0.112 -0.2611
C -2.043 0.770 -1.164 -0.0307
C 0.757 -0.428 1.180 -0.0280
N 0.936 0.187 -0.949 0.0760
H 0.166 -0.580 2.433 0.2224
H 0.533 0.583 -1.738 0.1129
H -3.306 0.933 -1.206 0.1611
O -2.132 -0.497 0.887 0.0331
C -1.400 0.015 0.018 -0.4247
C 2.207 -0.019 -0.501 -0.1078
H -1.404 1.833 -1.171 0.1444



No. 18
15
Properties=species:S:1:pos:R:3:lowdin_charge:R:1 method="wB97M-V/def2-TZVPD" multiplicity=1 de_lowest_kcal_mol=104.91 orbital_gap_ev=10.29 homo_ha=-0.3495 total_energy_ev=-9868.10865
H 0.141 -0.024 2.320 0.1830
H -0.343 2.316 1.055 0.1386
H -0.242 1.910 -1.668 0.1168
H -2.605 -1.162 -0.883 0.1066
O 2.545 -0.477 -0.046 0.0578
H -3.011 -0.793 0.839 0.1105
C -2.214 -0.454 -0.013 -0.1221
C -0.149 1.405 0.397 -0.1082
C 0.018 -0.458 -0.843 -0.2372
H -0.033 -1.247 -1.659 0.1617
H -2.383 0.678 -0.224 0.0922
C -0.103 1.126 -0.908 -0.0368
N -0.805 -0.915 0.243 -0.1154
C 0.090 0.073 1.094 -0.1448
C 1.316 -0.266 0.087 -0.2028



No. 19
15
Properties=species:S:1:pos:R:3:lowdin_charge:R:1 method="wB97M-V/def2-TZVPD" multiplicity=1 de_lowest_kcal_mol=47.84 orbital_gap_ev=8.08 homo_ha=-0.2687 total_energy_ev=-9870.58326 smiles=Oc1[nH]cc2c1CC2
C 0.523 0.795 2.011 -0.0863
N -0.611 -1.417 -0.680 0.0988
C -0.014 -0.228 1.051 -0.2510
H -0.897 -2.206 -1.246 0.1597
C 0.258 0.570 -0.089 -0.1005
H -0.192 1.336 2.609 0.0942
C -0.216 -0.233 -1.135 -0.3842
H 0.348 2.591 0.618 0.0860
H -0.678 -2.293 1.415 0.1154
O -0.376 0.041 -2.402 0.1195
H 1.901 1.873 0.486 0.0966
C -0.511 -1.419 0.747 -0.0599
H -0.004 0.885 -2.564 0.1023
C 0.869 1.667 0.745 -0.1067
H 1.363 0.498 2.690 0.1161



No. 20
15
Properties=species:S:1:pos:R:3:lowdin_charge:R:1 method="wB97M-V/def2-TZVPD" multiplicity=1 de_lowest_kcal_mol=176.94 orbital_gap_ev=9.26 homo_ha=-0.3172 total_energy_ev=-9864.98504 smiles="C1=C[C@H]2N[C@H]2[C@@H]2O[C@@H]12"
H -0.689 2.473 -0.773 0.1151
C -0.685 -1.033 0.257 -0.2419
H 0.270 -0.508 -1.470 0.1857
C 0.415 -0.632 -0.379 -0.3624
H -1.733 0.552 1.359 0.1155
C 1.342 0.128 0.458 -0.1792
O 1.830 -1.177 -0.208 -0.0217
H 1.217 0.047 1.604 0.1745
N -1.850 -0.601 -0.416 0.0065
H 1.590 2.280 -0.045 0.0960
C 0.914 1.451 -0.090 -0.0646
H -0.869 -1.453 1.426 0.2252
C -0.442 1.551 -0.204 -0.0067
C -1.308 0.413 0.413 -0.2303
H -2.890 -1.037 -0.259 0.1881